Record 1
{"formula": "C19H32N2O4S", "method": "wB97M-V/def2-TZVPD", "species": ["C", "C", "C", "C", "C", "C", "N", "C", "O", "C", "C", "N", "S", "O", "O", "C", "C", "C", "C", "O", "C", "C", "C", "C", "C", "C", "H", "H", "H", "H", "H", "H", "H", "H", "H", "H", "H", "H", "H", "H", "H", "H", "H", "H", "H", "H", "H", "H", "H", "H", "H", "H", "H", "H", "H", "H", "H", "H"], "xyz": [[-3.96117, -2.61429, 2.13562], [-4.86052, -3.11162, 1.00910], [-5.81837, -2.04349, 0.47575], [-5.14128, -0.77175, -0.03580], [-4.20117, -1.01791, -1.21361], [-3.49956, 0.25984, -1.65727], [-2.69064, 0.77504, -0.57328], [-2.33567, 2.06640, -0.46802], [-2.72789, 2.94001, -1.21924], [-1.36860, 2.34248, 0.67822], [0.06769, 2.40612, 0.12184], [0.32827, 1.35110, -0.85095], [0.25997, -0.26674, -0.44797], [-0.44406, -0.49718, 0.79063], [-0.22668, -0.93996, -1.61817], [1.97621, -0.68359, -0.21632], [2.44805, -1.06727, 1.02635], [3.78500, -1.36050, 1.18474], [4.66141, -1.27406, 0.09684], [5.95336, -1.57532, 0.35964], [6.89575, -1.51932, -0.68762], [4.16923, -0.89805, -1.15322], [2.82476, -0.60557, -1.30155], [1.13662, 2.32923, 1.22256], [0.87412, 3.33567, 2.34127], [2.52011, 2.58160, 0.62380], [-3.43152, -3.44998, 2.58803], [-4.55248, -2.12608, 2.90783], [-3.21859, -1.91072, 1.76800], [-5.46277, -3.94596, 1.37848], [-4.24260, -3.49551, 0.19594], [-6.41079, -2.48109, -0.33200], [-6.50919, -1.76499, 1.27586], [-4.58586, -0.30349, 0.77721], [-5.91699, -0.06727, -0.34667], [-3.43187, -1.74076, -0.93735], [-4.76242, -1.42715, -2.05564], [-2.86327, 0.04512, -2.52574], [-4.21319, 1.04090, -1.93310], [-2.21388, 0.08799, -0.00558], [-1.62442, 3.30596, 1.11747], [-1.43870, 1.55757, 1.42942], [0.18287, 3.34994, -0.42486], [-0.15424, 1.49310, -1.72494], [1.75558, -1.13750, 1.85002], [4.18453, -1.66256, 2.13941], [7.84726, -1.80030, -0.23959], [6.97497, -0.50975, -1.10180], [6.64967, -2.22519, -1.48636], [4.82016, -0.83185, -2.00992], [2.42133, -0.31977, -2.25971], [1.10390, 1.31801, 1.63775], [0.77689, 4.33948, 1.93340], [1.70700, 3.33018, 3.04051], [-0.02988, 3.09313, 2.89132], [2.60261, 3.61766, 0.30201], [3.29312, 2.38698, 1.36353], [2.69258, 1.93793, -0.23389]], "atomic_forces_ev_per_a": [[-0.1, -0.2, -0.2], [-0.1, 0.1, 0.1], [0.2, 0.0, 0.0], [-0.1, -0.3, -0.1], [-0.1, 0.4, 0.2], [-0.1, 0.0, -0.2], [-0.2, -0.4, -0.1], [0.1, 0.0, 0.7], [0.0, 0.3, -0.3], [0.0, 0.1, -0.3], [0.0, 0.0, 0.8], [0.0, -0.8, -0.1], [0.5, 0.1, -0.4], [0.4, 0.1, 0.2], [0.2, 0.1, -0.2], [-0.6, 0.1, 0.0], [0.0, 0.0, 0.1], [0.2, 0.0, -0.1], [-0.2, 0.0, 0.1], [-0.3, 0.0, 0.2], [0.2, 0.0, -0.2], [0.2, 0.0, 0.0], [0.0, 0.0, 0.0], [0.1, 0.5, -0.1], [0.0, -0.3, -0.1], [-0.2, -0.2, 0.1], [0.1, 0.0, 0.1], [0.0, 0.1, 0.1], [0.1, 0.1, 0.0], [0.1, -0.1, -0.1], [0.0, -0.1, 0.0], [-0.1, 0.0, 0.0], [-0.1, 0.0, 0.0], [0.0, 0.1, 0.0], [0.0, 0.1, 0.0], [0.0, -0.2, 0.0], [0.0, -0.1, 0.0], [-0.1, 0.1, 0.0], [0.1, -0.1, 0.0], [-0.1, 0.2, 0.1], [-0.1, 0.0, 0.0], [0.0, 0.1, 0.1], [0.0, -0.1, 0.0], [-0.1, -0.2, -0.2], [0.0, 0.0, 0.2], [0.0, 0.0, 0.1], [-0.1, 0.0, -0.1], [0.0, 0.0, 0.0], [0.0, 0.0, 0.0], [0.1, 0.0, -0.1], [0.1, 0.1, -0.2], [0.0, 0.1, 0.1], [0.0, 0.2, 0.0], [0.1, 0.0, 0.1], [-0.1, 0.0, 0.1], [0.0, 0.2, 0.0], [0.1, 0.0, 0.1], [0.1, 0.0, -0.1]], "nbo_charge": [-0.611, -0.396, -0.387, -0.402, -0.407, -0.217, -0.636, 0.683, -0.645, -0.523, -0.021, -0.884, 2.316, -0.965, -0.945, -0.390, -0.160, -0.258, 0.333, -0.483, -0.255, -0.328, -0.089, -0.231, -0.605, -0.610, 0.210, 0.199, 0.203, 0.200, 0.195, 0.197, 0.197, 0.202, 0.204, 0.200, 0.209, 0.196, 0.217, 0.417, 0.238, 0.229, 0.218, 0.422, 0.243, 0.232, 0.206, 0.180, 0.180, 0.227, 0.227, 0.206, 0.204, 0.214, 0.212, 0.203, 0.211, 0.219], "smiles": "CCCCCCNC(=O)C[C@H](NS(=O)(=O)c1ccc(OC)cc1)C(C)C", "e_tot_ha": -1551.86218, "e_lumo_ev": 0.6, "fmax_ev_per_a": 0.8, "de_lowest_kcal_mol": 1.9, "orbital_gap_ha": 0.357}



Record 2
{"formula": "C33H46BrN3O5SSbSr", "method": "wB97M-V/def2-TZVPD", "species": ["Sr", "C", "C", "C", "C", "C", "Br", "N", "C", "H", "H", "H", "H", "H", "H", "C", "C", "C", "C", "C", "C", "C", "S", "O", "O", "N", "C", "C", "O", "O", "H", "H", "H", "H", "H", "H", "H", "H", "H", "C", "C", "C", "Sb", "C", "C", "C", "C", "C", "C", "H", "H", "H", "H", "H", "H", "H", "H", "H", "H", "H", "H", "H", "H", "H", "H", "H", "H", "H", "H", "H", "N", "C", "C", "C", "C", "C", "C", "C", "H", "H", "H", "H", "C", "C", "O", "H", "H", "H", "H", "H", "H"], "xyz": [[0.27537, 0.07099, -0.15920], [3.37815, 4.37033, -1.04786], [3.45717, 2.89728, -1.32216], [4.62489, 2.16364, -1.16435], [4.62628, 0.78840, -1.32349], [3.41288, 0.20212, -1.61921], [3.24987, -1.69744, -1.67809], [2.29163, 0.86041, -1.81238], [2.31645, 2.19113, -1.67724], [4.36992, 4.80400, -0.91769], [2.79405, 4.52111, -0.13587], [2.87512, 4.89729, -1.85947], [5.54203, 2.67123, -0.88791], [5.51282, 0.19023, -1.17765], [1.36772, 2.69988, -1.80396], [4.93703, 3.33669, 6.69055], [4.24553, 2.54383, 5.61312], [3.71106, 1.28834, 5.88975], [3.04953, 0.56667, 4.90810], [2.92173, 1.10202, 3.63517], [3.44724, 2.35045, 3.33668], [4.10587, 3.06101, 4.32944], [2.06074, 0.16131, 2.39680], [2.34095, -1.23473, 2.66409], [2.58536, 0.62685, 1.10281], [0.52219, 0.43772, 2.49364], [0.15363, 1.86156, 2.63328], [0.46715, 2.73527, 1.39559], [1.32333, 3.61674, 1.47721], [-0.19716, 2.46168, 0.32373], [5.40461, 2.68036, 7.42511], [4.22502, 3.97254, 7.22200], [5.70608, 3.98575, 6.27114], [3.82106, 0.86799, 6.88313], [2.64574, -0.41656, 5.11162], [3.31338, 2.76706, 2.34884], [4.51321, 4.03884, 4.09808], [0.61129, 2.33080, 3.50808], [-0.93054, 1.88932, 2.77052], [-3.15068, -4.80104, 1.55086], [-2.78368, -3.47721, 0.89105], [-3.60441, -3.21647, -0.37013], [-0.69221, -3.11071, 0.43739], [0.33243, -3.89259, 2.18430], [-0.27532, -3.25518, 3.43373], [0.44889, -5.40707, 2.30669], [-0.13288, -4.64830, -0.99844], [-0.13890, -4.07756, -2.41442], [-0.94459, -5.93691, -0.92511], [-4.20837, -4.78909, 1.83713], [-2.56792, -4.97925, 2.45425], [-3.00445, -5.64598, 0.87810], [-2.98009, -2.67698, 1.61082], [-3.41607, -3.98162, -1.12793], [-3.37213, -2.24996, -0.82393], [-4.67522, -3.23738, -0.14166], [1.33305, -3.46793, 2.06758], [-1.30126, -3.59382, 3.60504], [-0.27152, -2.16496, 3.36181], [0.31293, -3.52409, 4.31671], [-0.52200, -5.88853, 2.44092], [1.05965, -5.65745, 3.18106], [0.92647, -5.86115, 1.43650], [0.90456, -4.85838, -0.71607], [-1.14143, -3.77377, -2.72639], [0.21979, -4.82743, -3.12758], [0.49391, -3.19454, -2.49907], [-1.97458, -5.75863, -1.24279], [-0.96926, -6.36460, 0.07672], [-0.52403, -6.68718, -1.60349], [-3.38237, -1.45538, -7.29919], [-2.92811, -1.20987, -6.26967], [-2.36229, -0.90407, -4.98742], [-0.98215, -0.96006, -4.79071], [-0.45683, -0.67006, -3.54057], [-1.23409, -0.31863, -2.41751], [-2.61598, -0.25347, -2.68322], [-3.18038, -0.53807, -3.91814], [-0.33808, -1.23108, -5.62040], [0.62742, -0.72064, -3.44443], [-3.30519, 0.04400, -1.89411], [-4.25282, -0.47607, -4.06864], [-4.23905, 0.07869, 1.43226], [-2.85063, 0.52515, 1.02311], [-2.87439, 1.92478, 0.84505], [-4.28202, -0.99967, 1.59294], [-4.95569, 0.34434, 0.65379], [-4.53343, 0.58246, 2.35384], [-2.56847, 0.01057, 0.08882], [-2.11981, 0.23252, 1.79561], [-1.98724, 2.20288, 0.53327]], "atomic_forces_ev_per_a": [[-0.1, 0.4, -0.5], [0.0, 0.0, 0.0], [0.0, 0.1, 0.0], [0.1, 0.0, 0.0], [-0.1, -0.1, 0.0], [0.0, 0.0, 0.0], [0.0, 0.0, 0.0], [0.0, 0.1, 0.1], [0.0, -0.1, 0.0], [0.0, 0.0, 0.0], [0.0, 0.0, 0.0], [0.0, 0.0, 0.0], [0.0, 0.0, 0.0], [0.0, 0.0, 0.0], [0.0, 0.0, 0.0], [0.0, 0.0, 0.0], [0.0, 0.0, 0.0], [0.0, 0.0, 0.0], [0.0, 0.0, 0.1], [0.1, 0.0, -0.1], [0.0, 0.0, 0.0], [0.0, 0.0, 0.0], [-0.2, 0.0, 0.2], [-0.1, -0.1, 0.0], [0.1, 0.0, -0.2], [0.1, 0.1, 0.2], [-0.2, 0.1, -0.2], [0.1, 0.3, 0.0], [-0.1, 0.1, 0.0], [0.1, -0.6, 0.1], [0.0, 0.0, 0.0], [0.0, 0.0, 0.0], [0.0, 0.0, 0.0], [0.0, 0.0, 0.0], [0.0, 0.0, 0.0], [0.0, 0.0, 0.0], [0.0, 0.0, 0.0], [0.1, -0.1, 0.0], [0.0, 0.0, 0.0], [0.0, 0.0, 0.0], [0.1, -0.1, 0.0], [0.0, 0.0, 0.0], [0.2, -0.2, 0.1], [-0.1, 0.0, 0.1], [0.0, 0.0, 0.0], [0.0, 0.0, 0.0], [-0.1, 0.0, 0.0], [0.0, 0.0, 0.0], [0.0, 0.0, 0.0], [0.0, 0.0, 0.0], [0.0, 0.0, 0.0], [0.0, 0.0, 0.0], [0.0, 0.0, 0.0], [0.0, 0.0, 0.0], [0.0, 0.0, 0.0], [0.0, 0.0, 0.0], [0.0, 0.0, 0.0], [0.0, 0.0, 0.0], [0.0, 0.0, 0.0], [0.0, 0.0, 0.0], [0.0, 0.0, 0.0], [0.0, 0.0, 0.0], [0.0, 0.0, 0.0], [0.0, 0.0, 0.0], [0.0, 0.0, 0.0], [0.0, 0.0, 0.0], [0.0, 0.0, 0.0], [0.0, 0.0, 0.0], [0.0, 0.0, 0.0], [0.0, 0.0, 0.0], [0.0, 0.0, 0.0], [0.0, 0.0, 0.0], [0.1, 0.0, 0.1], [0.0, 0.0, -0.1], [0.0, 0.0, 0.0], [0.0, 0.0, 0.2], [0.1, 0.0, 0.0], [-0.1, 0.0, 0.0], [0.0, 0.0, 0.0], [0.0, 0.0, 0.0], [0.0, 0.0, 0.0], [0.0, 0.0, 0.0], [0.0, 0.0, 0.0], [0.0, 0.0, 0.0], [0.1, -0.1, -0.1], [0.0, 0.0, 0.0], [0.0, 0.0, 0.0], [0.0, 0.0, 0.0], [0.0, 0.0, 0.0], [0.0, 0.0, 0.0], [0.0, 0.1, 0.2]], "lowdin_charge": [1.178, -0.035, -0.237, -0.015, -0.097, -0.764, 0.767, -0.040, -0.087, 0.074, 0.069, 0.084, 0.117, 0.104, 0.127, -0.061, -0.281, -0.047, -0.049, -0.270, -0.044, -0.032, 0.505, -0.332, -0.407, -0.291, -0.207, -0.663, 0.003, -0.221, 0.071, 0.080, 0.072, 0.107, 0.112, 0.097, 0.112, 0.106, 0.100, -0.138, -0.569, -0.152, 1.503, -0.574, -0.158, -0.148, -0.568, -0.166, -0.152, 0.077, 0.046, 0.057, 0.054, 0.064, 0.045, 0.078, 0.059, 0.057, 0.049, 0.077, 0.057, 0.074, 0.057, 0.076, 0.074, 0.077, 0.026, 0.061, 0.048, 0.076, 0.116, -0.212, -0.271, -0.067, -0.192, -0.210, -0.177, -0.064, 0.106, 0.051, 0.068, 0.105, -0.071, -0.369, -0.082, 0.051, 0.079, 0.078, 0.057, 0.095, 0.039], "charge": -1, "e_tot_ha": -5068.82617, "e_lumo_ev": 2.3, "fmax_ev_per_a": 0.6, "de_lowest_kcal_mol": 9.2, "orbital_gap_ha": 0.274}



Record 3
{"formula": "C6H10O", "method": "wB97M-V/def2-TZVPD", "species": ["C", "C", "C", "C", "C", "C", "O", "H", "H", "H", "H", "H", "H", "H", "H", "H", "H"], "xyz": [[-2.09761, 0.20755, 0.32488], [-0.70562, 0.12452, -0.21377], [-0.02154, -1.08205, -0.61269], [1.38351, -1.10170, 0.11700], [1.99065, 0.08198, 0.01131], [1.29252, 1.21213, -0.71602], [-0.09044, 1.26545, -0.26924], [-2.43575, -0.75777, 0.70485], [-2.75846, 0.50009, -0.50217], [-2.18423, 0.96753, 1.10611], [-0.27312, -0.85447, 2.13651], [0.26520, -1.01488, -1.67118], [-0.62732, -1.97458, -0.45148], [0.38287, -1.12950, 1.87140], [2.93820, 0.31068, 0.49456], [1.68375, 2.21294, -0.53006], [1.25738, 1.03208, -1.80000]], "atomic_forces_ev_per_a": [[0.0, 0.0, 0.0], [0.1, 0.1, -0.1], [-0.2, 0.0, 0.0], [0.2, 0.3, -0.2], [-0.1, -0.1, 0.0], [0.1, 0.0, -0.1], [-0.2, -0.2, 0.0], [0.1, 0.1, -0.1], [0.1, 0.0, 0.1], [0.1, -0.1, -0.1], [0.0, -0.1, 0.2], [0.0, 0.0, 0.1], [0.1, 0.2, 0.0], [-0.2, 0.0, 0.2], [-0.1, -0.1, -0.2], [0.0, -0.1, 0.0], [0.0, 0.0, 0.1]], "nbo_charge": [-0.693, 0.604, -0.627, -0.134, -0.455, -0.122, -0.427, 0.242, 0.248, 0.244, -0.067, 0.280, 0.241, 0.053, 0.222, 0.208, 0.181], "e_tot_ha": -309.66878, "e_lumo_ev": [0.1, 0.1], "fmax_ev_per_a": 0.4, "de_lowest_kcal_mol": 108.9, "orbital_gap_ha": [0.271, 0.271]}



Record 4
{"formula": "C4H8", "method": "wB97M-V/def2-TZVPD", "species": ["C", "C", "C", "C", "H", "H", "H", "H", "H", "H", "H", "H"], "xyz": [[-0.37471, 0.20980, -1.12877], [0.61024, 0.39700, -0.18684], [1.20639, -0.56872, 0.87550], [-1.42643, 0.29318, -0.11043], [-0.44690, 1.03645, -1.85253], [0.76444, 1.45128, -0.07698], [2.14970, -0.25966, 1.55758], [0.44001, -0.78535, 1.58763], [1.39608, -1.62360, 0.74327], [-1.93151, 1.17751, -0.04070], [-2.01403, -0.58056, 0.27034], [-0.37329, -0.74733, -1.63809]], "atomic_forces_ev_per_a": [[-2.9, -1.8, -5.0], [0.1, 0.2, 5.2], [1.4, 0.5, 1.7], [2.0, -1.9, 0.5], [0.2, -0.5, 0.0], [0.8, 0.3, 0.7], [-2.2, 0.1, -2.0], [-0.6, 0.7, 0.9], [0.5, -0.3, -1.8], [-0.9, 2.4, 0.4], [1.4, 0.6, -0.2], [0.1, -0.2, -0.4]], "nbo_charge": [-0.495, -0.090, -0.681, -0.412, 0.207, 0.203, 0.225, 0.235, 0.225, 0.184, 0.202, 0.198], "e_tot_ha": -157.05195, "e_lumo_ev": 0.9, "fmax_ev_per_a": 6.1, "de_lowest_kcal_mol": 82.8, "orbital_gap_ha": 0.315}



Record 5
{"formula": "C3H3N3O", "method": "wB97M-V/def2-TZVPD", "species": ["H", "N", "C", "N", "C", "N", "C", "O", "H", "H"], "xyz": [[2.72046, -0.46512, 0.11046], [2.20039, 0.41368, 0.03877], [0.97640, 0.07499, -0.07706], [0.45877, -1.20496, -0.06400], [-0.82103, -1.06649, 0.01199], [-1.30190, 0.22384, 0.03003], [-0.17096, 1.07025, -0.07249], [-0.20635, 2.28754, -0.02083], [-1.56203, -1.84935, -0.03328], [-2.29375, 0.51562, 0.07642]], "atomic_forces_ev_per_a": [[0.2, 0.1, 0.0], [-1.0, -0.4, -0.2], [1.2, 1.2, 0.3], [-1.0, -1.1, 0.1], [-0.2, 0.2, -0.5], [0.0, 0.4, -0.1], [-1.0, 2.1, 0.7], [0.3, -1.9, -0.4], [0.2, -0.4, 0.2], [1.3, -0.3, -0.1]], "nbo_charge": [0.346, -0.509, 0.262, -0.509, 0.311, -0.643, 0.607, -0.501, 0.199, 0.436], "smiles": "[H]/N=C1\\N=CNC1=O", "e_tot_ha": -355.62025, "e_lumo_ev": -0.7, "fmax_ev_per_a": 2.5, "de_lowest_kcal_mol": 12.3, "orbital_gap_ha": 0.344}



Record 6
{"formula": "C4H14N2O2", "method": "wB97M-V/def2-TZVPD", "species": ["N", "C", "C", "C", "O", "C", "N", "H", "H", "H", "H", "H", "H", "H", "H", "H", "H", "H", "H", "H", "H", "O"], "xyz": [[0.60518, 0.96172, 1.57915], [0.82458, 0.91353, 0.19604], [0.13071, -0.00979, -0.68116], [-0.18881, 0.39038, -2.09846], [-1.79602, -0.11902, 1.47187], [1.95131, -0.09552, -0.27785], [1.94709, -1.37693, 0.40411], [-0.35308, 0.49574, 1.69838], [0.60543, 1.88287, 1.97060], [0.99230, 1.84867, -0.33002], [-0.47838, -0.82827, -0.31075], [-1.25524, 0.29554, -2.26697], [0.19658, 1.39211, -2.28932], [0.35408, -0.31043, -2.74300], [-2.41683, 0.34652, 1.99838], [2.89983, 0.38853, -0.00566], [2.15763, -0.06700, -1.35945], [2.83054, -1.86544, 0.45232], [1.48396, -1.33842, 1.30590], [-3.57815, -0.49706, -0.88822], [-2.31729, -0.29664, 0.28301], [-2.63660, -0.57312, -0.77040]], "atomic_forces_ev_per_a": [[-0.3, -1.2, -0.4], [-1.8, 0.3, -0.3], [-2.1, 2.6, 0.1], [1.8, -0.4, 0.4], [1.0, -0.5, -0.6], [3.1, -1.3, -0.1], [-0.6, -0.7, -0.5], [0.0, 0.3, 0.4], [0.2, 0.4, -0.1], [0.4, 0.1, 0.1], [0.9, -0.6, 0.3], [-0.2, -0.1, 0.3], [-0.2, 0.0, -0.2], [-0.4, 0.0, -0.3], [-0.9, 0.6, 0.7], [-0.5, 1.0, 0.3], [-0.5, -1.0, 0.0], [-0.1, 0.4, 0.0], [0.2, 0.2, -0.1], [-0.3, 0.0, 0.2], [-0.6, -0.4, -0.4], [0.7, 0.2, 0.1]], "nbo_charge": [-0.875, -0.059, 0.235, -0.689, -1.148, -0.303, -0.856, 0.450, 0.379, 0.214, 0.305, 0.326, 0.202, 0.229, 0.452, 0.275, 0.247, 0.382, 0.401, 0.459, 0.495, -1.120], "e_tot_ha": -420.62870, "e_lumo_ev": -0.7, "fmax_ev_per_a": 3.4, "de_lowest_kcal_mol": 110.7, "orbital_gap_ha": 0.287}